Here is a molecular structure, C11H26IrN3S2Se2 from the OMol25 dataset. Energies are from the ωB97M-V functional and the def2-TZVPD basis.

energy = -6301.06255 Eh
E_HOMO = -21.746 eV
total charge = +4

Each line ends with the Mulliken charge.
Positions of all 45 atoms, in Å:
Ir: 0.178 1.569 0.544  1.09
C: 3.125 -0.248 -0.420  -1.15
Se: 1.218 -0.541 -0.152  0.18
C: 1.298 -1.559 1.528  -0.83
C: 1.480 -0.660 2.725  -0.63
Se: 0.026 0.657 2.755  0.17
C: 0.798 1.901 4.036  -1.06
H: 3.528 -1.229 -0.673  0.41
H: 3.592 0.144 0.480  0.45
H: 3.242 0.425 -1.266  0.41
H: 2.136 -2.248 1.409  0.52
H: 0.385 -2.153 1.576  0.41
H: 2.422 -0.111 2.722  0.42
H: 1.391 -1.212 3.664  0.52
H: 0.858 1.336 4.969  0.45
H: 0.115 2.736 4.160  0.40
H: 1.783 2.212 3.703  0.42
N: -4.522 0.412 -1.055  -0.10
C: -3.327 -0.232 -1.701  -0.90
C: -2.052 0.538 -1.375  -0.55
N: -1.814 0.684 0.099  -0.31
C: -3.011 1.354 0.693  -0.56
C: -4.309 0.600 0.421  -0.96
H: -5.352 -0.174 -1.209  0.38
H: -4.738 1.307 -1.508  0.39
H: -3.487 -0.263 -2.779  0.45
H: -3.285 -1.259 -1.334  0.38
H: -2.084 1.543 -1.805  0.42
H: -1.217 0.009 -1.831  0.38
H: -1.791 -0.260 0.490  0.41
H: -3.056 2.366 0.283  0.46
H: -2.890 1.431 1.772  0.34
H: -5.160 1.145 0.830  0.46
H: -4.299 -0.395 0.869  0.39
S: 2.212 2.689 0.595  -0.23
C: 1.354 4.177 0.634  0.47
N: 1.593 5.352 0.170  -0.11
C: 0.458 6.295 0.048  -0.63
C: -0.812 5.605 0.602  -0.43
S: -0.251 3.981 1.298  -0.15
H: 2.495 5.601 -0.237  0.31
H: 0.349 6.526 -1.011  0.34
H: 0.677 7.217 0.583  0.36
H: -1.593 5.489 -0.143  0.35
H: -1.214 6.121 1.472  0.45

Forces on atoms 1 to 2 (eV/Å):
Ir 0.0 0.3 0.1
C 0.0 0.0 0.0